Entry 1:
Density functional theory data (the ωB97M-V functional and the def2-TZVPD basis) for a structure of composition C36H32BrCl2F4N7O3PRe at a distorted geometry.

The value obtained for the energy above the lowest of the compared OMol25 structures with the same formula, charge and spin is 21.50 kcal/mol. The orbital gap (alpha / beta) comes out at 7.01 / 5.16 eV. Its expectation value of S² is 0.81. The HOMO energy (alpha / beta) comes out at -15.1 / -15.1 eV. Its net charge is +3. Its spin multiplicity is 2.

```
87
Properties=species:S:1:pos:R:3:mulliken_spin:R:1
Re 0.251 -0.419 -0.460 0.4829
F -6.017 -0.838 3.084 0.0000
C -4.727 -0.773 2.846 0.0001
C -3.813 -0.905 3.884 -0.0014
F -4.241 -1.096 5.112 0.0000
C -2.452 -0.826 3.619 0.0003
F -1.624 -0.931 4.650 -0.0001
C -1.957 -0.639 2.333 -0.0049
P -0.169 -0.419 2.021 0.0235
C 0.609 -1.839 2.821 -0.0035
C 1.992 -1.795 3.024 0.0147
C 2.658 -2.888 3.556 -0.0002
C 1.950 -4.040 3.878 0.0040
C 0.581 -4.092 3.668 0.0002
C -0.089 -2.999 3.132 0.0052
C 0.068 1.073 3.017 0.0086
C 0.868 1.109 4.151 -0.0038
C 0.935 2.274 4.908 0.0010
C 0.219 3.396 4.527 -0.0011
C -0.584 3.362 3.392 -0.0004
C -0.660 2.203 2.639 -0.0086
C -2.902 -0.494 1.335 0.0097
Br -2.360 -0.124 -0.447 0.0013
C -4.262 -0.559 1.556 -0.0018
F -5.128 -0.411 0.560 0.0001
H 2.555 -0.902 2.775 -0.0038
H 3.725 -2.841 3.728 0.0002
H 2.466 -4.893 4.296 0.0001
H 0.026 -4.982 3.931 -0.0001
H -1.157 -3.066 2.966 -0.0002
H 1.410 0.233 4.476 0.0009
H 1.541 2.295 5.804 0.0000
H 0.272 4.298 5.122 0.0000
H -1.162 4.231 3.110 0.0000
H -1.301 2.176 1.762 -0.0004
Cl 3.499 2.391 2.395 0.0299
C 3.922 1.359 1.124 0.1065
C 5.240 1.228 0.709 -0.0711
C 5.581 0.353 -0.320 0.1362
Cl 7.194 0.230 -0.795 0.0392
C 4.580 -0.447 -0.993 -0.0176
C 4.812 -1.372 -2.014 0.0479
C 3.726 -2.022 -2.569 -0.0033
C 2.436 -1.749 -2.115 0.0110
N 2.201 -0.884 -1.119 -0.0462
C 3.264 -0.265 -0.584 -0.0103
C 2.889 0.626 0.456 0.0739
O 1.649 0.730 0.710 0.1415
H 6.008 1.821 1.186 0.0014
H 5.818 -1.565 -2.363 0.0050
H 3.859 -2.744 -3.362 0.0009
H 1.571 -2.212 -2.568 -0.0037
N 0.288 1.678 -1.158 0.0167
C 0.357 1.768 -2.640 -0.0020
C -0.146 3.080 -3.223 0.0003
C -1.624 3.458 -2.985 0.0010
C -2.374 3.665 -4.305 -0.0005
N -2.730 2.420 -4.979 0.0000
C -3.830 1.704 -4.774 0.0001
N -4.893 2.224 -4.154 0.0000
N -3.865 0.435 -5.180 0.0000
C -0.290 0.517 -3.213 0.0076
O -0.793 0.482 -4.312 0.0024
O -0.184 -0.537 -2.433 0.0280
H -0.536 2.183 -0.831 0.0000
H 1.076 2.159 -0.738 0.0041
H 1.416 1.682 -2.907 0.0000
H 0.049 3.041 -4.296 -0.0004
H 0.504 3.866 -2.833 -0.0007
H -1.679 4.402 -2.442 0.0001
H -2.150 2.712 -2.378 0.0004
H -1.732 4.215 -4.993 0.0000
H -3.263 4.279 -4.170 0.0000
H -1.946 1.906 -5.359 -0.0001
H -4.956 3.215 -3.998 0.0000
H -5.763 1.717 -4.136 0.0000
H -3.058 0.022 -5.620 0.0000
H -4.732 -0.075 -5.219 0.0000
N -0.445 -4.569 -1.048 -0.0001
C 0.716 -4.707 -0.331 0.0007
C 1.050 -3.459 0.078 -0.0063
N 0.096 -2.560 -0.377 -0.0143
C -0.787 -3.274 -1.059 -0.0056
H -0.961 -5.314 -1.491 -0.0003
H 1.190 -5.659 -0.174 0.0003
H 1.878 -3.147 0.690 0.0035
H -1.656 -2.887 -1.562 0.0013
```

***

Entry 2:
Density functional theory data (the ωB97M-V functional and the def2-TZVPD basis) for a structure of composition C36H32BrN5O5RuS.

The orbital gap (alpha / beta) comes out at 7.80 / 6.41 eV. Its expectation value of S² is 8.76. The HOMO energy (alpha / beta) comes out at -10.8 / -10.9 eV. Its net charge is +1. Its spin multiplicity is 6.

```
81
Properties=species:S:1:pos:R:3:mulliken_spin:R:1
Ru 0.256 0.072 0.110 4.0204
O 1.918 -2.066 3.221 0.0401
C 1.637 -1.557 2.168 -0.0002
O 0.473 -1.057 1.833 0.1881
C 2.699 -1.432 1.078 0.0037
C 3.965 -2.021 1.221 0.0005
C 4.875 -1.852 0.219 0.0051
C 4.551 -1.066 -0.913 -0.0098
C 5.473 -0.801 -1.953 0.0015
C 5.130 0.023 -2.985 0.0000
C 3.848 0.616 -3.028 0.0096
C 2.928 0.357 -2.053 0.0521
C 3.266 -0.491 -0.977 -0.0355
N 2.362 -0.725 0.021 0.1164
H 4.172 -2.581 2.121 -0.0003
H 5.859 -2.298 0.286 -0.0001
H 6.457 -1.251 -1.908 0.0003
H 5.842 0.235 -3.771 0.0005
H 3.595 1.288 -3.838 0.0005
H 1.947 0.824 -2.082 -0.0228
C -2.651 -1.051 1.319 0.0001
O -1.812 -1.086 0.154 0.0776
C -2.267 -1.719 -0.968 -0.0129
C -3.510 -2.310 -1.072 0.0002
C -3.860 -2.931 -2.266 0.0007
Br -5.559 -3.734 -2.415 0.0005
C -2.988 -2.973 -3.331 0.0010
C -1.726 -2.383 -3.221 0.0110
C -1.365 -1.749 -2.035 -0.0472
O -0.147 -1.160 -1.867 0.1072
C -0.754 -2.413 -4.311 -0.0024
N 0.448 -1.894 -4.194 0.0034
C 1.084 -2.123 -5.407 0.0005
C 2.370 -1.801 -5.834 0.0003
C 2.727 -2.166 -7.116 0.0000
C 1.834 -2.839 -7.964 -0.0001
C 0.559 -3.170 -7.553 0.0000
C 0.208 -2.799 -6.261 0.0003
N -0.957 -2.970 -5.531 0.0000
H -3.585 -0.538 1.087 -0.0018
H -2.095 -0.506 2.075 0.0058
H -2.838 -2.064 1.672 -0.0003
H -4.208 -2.296 -0.249 -0.0006
H -3.290 -3.473 -4.240 0.0004
H 0.381 -1.299 -2.746 -0.0085
H 3.061 -1.293 -5.177 -0.0002
H 3.719 -1.932 -7.479 0.0000
H 2.154 -3.107 -8.962 0.0000
H -0.128 -3.693 -8.205 0.0000
H -1.792 -3.429 -5.848 0.0000
C -0.912 6.393 0.936 0.0012
C 0.365 6.009 0.203 -0.0008
N 0.960 4.750 0.690 0.0131
C 2.085 4.861 1.627 0.0172
C 1.654 4.889 3.087 -0.0077
C 0.426 3.589 0.316 0.0023
S 1.173 2.146 0.999 0.3460
N -0.594 3.668 -0.536 0.0259
C -1.261 2.655 -1.065 -0.0092
O -1.057 1.418 -0.892 0.0978
C -2.396 3.013 -1.961 0.0029
C -2.711 4.344 -2.220 0.0019
C -3.775 4.655 -3.051 0.0009
C -4.529 3.641 -3.626 0.0001
C -4.218 2.311 -3.370 -0.0008
C -3.155 1.998 -2.541 0.0047
H -1.296 7.330 0.532 0.0001
H -0.731 6.534 2.001 -0.0004
H -1.673 5.625 0.808 0.0001
H 1.125 6.777 0.337 -0.0002
H 0.177 5.903 -0.863 0.0014
H 2.608 5.781 1.371 0.0018
H 2.773 4.038 1.444 0.0001
H 1.050 5.769 3.305 -0.0002
H 2.536 4.918 3.726 -0.0004
H 1.080 3.999 3.342 0.0052
H -2.119 5.126 -1.767 -0.0010
H -4.018 5.690 -3.251 0.0000
H -5.360 3.887 -4.274 0.0000
H -4.807 1.521 -3.817 0.0000
H -2.903 0.966 -2.335 -0.0073
```

***

Entry 3:
Density functional theory data (the ωB97M-V functional and the def2-TZVPD basis) for a structure of composition C36H32Cl2F15GeN2S3SeSiV at a distorted geometry.

The value obtained for the energy above the lowest of the compared OMol25 structures with the same formula, charge and spin is 0.00 kcal/mol. The orbital gap (alpha / beta) comes out at 6.26 / 7.64 eV. Its expectation value of S² is 0.87. The HOMO energy (alpha / beta) comes out at -11.0 / -11.3 eV. Its net charge is +1. Its spin multiplicity is 2.

```
94
Properties=species:S:1:pos:R:3:mulliken_spin:R:1
V 1.755 0.884 0.239 1.3725
Cl 4.163 0.641 1.363 -0.0022
C 4.891 2.071 0.741 -0.0214
C 6.168 2.249 1.140 0.0111
C 6.786 3.462 0.764 -0.0211
C 6.070 4.451 0.075 0.0094
C 4.729 4.278 -0.312 -0.0139
Cl 3.852 5.600 -1.039 -0.0017
C 4.156 3.038 -0.026 0.0217
S 2.603 2.667 -0.712 -0.1628
H 6.640 1.599 1.847 0.0005
H 7.828 3.625 1.007 -0.0013
H 6.617 5.289 -0.238 0.0002
C 3.195 2.198 4.520 0.0001
Si 1.653 2.745 3.682 0.0089
C 0.446 3.260 5.029 -0.0031
C 2.067 4.178 2.608 0.0041
Se 0.806 0.879 2.454 -0.0401
H 3.598 2.984 5.079 0.0000
H 3.928 1.804 3.796 -0.0001
H 3.018 1.421 5.283 0.0001
H 0.910 4.038 5.578 0.0000
H 0.255 2.378 5.608 -0.0009
H -0.476 3.565 4.503 0.0008
H 1.241 4.714 2.185 0.0007
H 2.841 3.885 1.907 -0.0024
H 2.493 5.029 3.184 -0.0002
F -4.314 -0.239 1.594 -0.0010
C -3.905 0.950 2.120 -0.0056
C -2.873 1.612 1.457 -0.0019
C -2.588 2.874 1.866 0.0164
F -1.668 3.576 1.211 0.0044
C -3.332 3.558 2.863 0.0013
F -3.025 4.796 3.216 -0.0001
C -4.353 2.854 3.482 0.0009
F -5.230 3.422 4.348 0.0000
C -4.625 1.555 3.104 0.0020
F -5.707 0.938 3.646 0.0000
Ge -2.161 1.028 -0.230 -0.0163
S -0.006 1.374 -0.908 -0.1543
C -2.395 -0.857 -0.519 0.0065
C -2.862 -1.373 -1.752 0.0096
F -2.761 -0.585 -2.865 0.0005
C -3.303 -2.663 -1.906 0.0003
F -3.702 -3.199 -3.053 0.0001
C -3.387 -3.407 -0.753 -0.0008
F -3.784 -4.684 -0.795 0.0001
C -2.850 -3.022 0.440 -0.0018
F -2.915 -3.835 1.461 0.0000
C -2.345 -1.714 0.563 -0.0045
F -1.972 -1.304 1.775 -0.0007
C -3.278 2.017 -1.551 0.0064
C -4.447 1.535 -2.054 -0.0054
F -5.033 0.458 -1.475 -0.0004
C -5.153 2.170 -3.101 0.0004
F -6.266 1.707 -3.606 0.0000
C -4.625 3.337 -3.592 0.0005
F -5.350 3.892 -4.562 0.0000
C -3.445 3.894 -3.125 0.0016
F -3.014 5.039 -3.539 0.0001
C -2.796 3.209 -2.072 0.0040
F -1.671 3.722 -1.571 -0.0019
C 1.843 -4.431 -4.879 0.0000
C 1.040 -3.124 -4.741 0.0000
C 1.899 -1.921 -4.185 -0.0001
C 0.956 -1.075 -3.332 -0.0054
N 0.374 -1.768 -2.184 0.0053
C 0.982 -2.062 -1.012 0.0012
S 2.496 -1.267 -0.612 -0.0336
N 0.373 -2.922 -0.199 0.0034
C 0.742 -3.330 1.173 0.0030
C 1.497 -4.632 1.200 -0.0002
C 0.627 -5.955 1.304 0.0000
C -0.657 -5.993 0.424 -0.0002
H 1.251 -5.332 -5.187 0.0000
H 2.433 -4.603 -3.996 0.0000
H 2.565 -4.309 -5.661 0.0000
H 0.277 -3.380 -3.991 -0.0001
H 0.547 -2.986 -5.716 0.0001
H 2.415 -1.353 -4.960 0.0002
H 2.743 -2.380 -3.580 -0.0010
H 0.103 -0.793 -3.962 0.0008
H 1.378 -0.186 -2.865 0.0077
H -0.554 -2.222 -2.382 0.0000
H -0.389 -3.435 -0.609 0.0009
H -0.224 -3.416 1.643 0.0005
H 1.319 -2.427 1.627 -0.0010
H 2.117 -4.690 2.041 0.0001
H 2.130 -4.651 0.307 -0.0008
H 0.345 -6.091 2.374 0.0000
H 1.247 -6.855 0.952 0.0000
H -1.333 -5.193 0.732 0.0001
H -1.175 -6.912 0.544 0.0000
H -0.457 -5.872 -0.652 -0.0001
```

***

Entry 4:
Density functional theory data (the ωB97M-V functional and the def2-TZVPD basis) for a structure of composition C36H32N3OPZr at a distorted geometry.

The orbital gap comes out at 5.38 eV. The HOMO energy comes out at -19.3 eV. Its net charge is +4.

```
74
Properties=species:S:1:pos:R:3:mulliken_charge:R:1
Zr 0.115 0.595 -0.651 0.9009
C -0.377 5.728 0.412 -1.4901
C -0.258 4.206 0.358 0.3690
C 1.098 3.865 -0.408 -1.2371
C -1.438 3.524 -0.343 -0.4206
C -2.863 4.005 0.038 -0.6803
O -3.601 2.830 0.414 -0.2880
C -2.736 1.780 0.469 0.2203
N -1.485 2.066 0.036 0.2749
C -3.318 0.548 1.058 -0.0410
C -4.660 0.610 1.534 -0.5809
C -5.066 -0.184 2.612 -0.8039
C -4.248 -1.225 3.044 -0.7801
C -3.045 -1.421 2.374 -0.5056
C -2.551 -0.575 1.388 0.5188
P -0.998 -1.299 0.666 1.4777
C -1.523 -2.736 -0.350 0.8467
C -0.474 -3.514 -0.858 -0.6054
C -0.839 -4.639 -1.596 -0.7205
C -2.180 -4.956 -1.881 -0.5644
C -3.191 -4.196 -1.280 -0.6823
C -2.870 -3.034 -0.597 -0.6600
C -0.053 -2.041 2.079 0.5867
C 0.342 -3.361 2.021 -0.3623
C 1.393 -3.811 2.849 -0.6629
C 1.809 -3.054 3.935 -0.6568
C 1.118 -1.857 4.164 -0.7320
C 0.213 -1.327 3.256 -0.6676
H 0.335 6.189 1.116 0.4255
H -1.314 6.055 0.783 0.4122
H -0.205 6.208 -0.578 0.3760
H -0.283 3.806 1.411 0.2406
H 0.983 4.380 -1.387 0.3928
H 1.271 2.756 -0.493 0.4057
H 1.953 4.291 0.187 0.4177
H -1.300 3.593 -1.475 0.4503
H -3.387 4.486 -0.824 0.3014
H -2.875 4.730 0.867 0.3850
H -5.366 1.297 1.075 0.5882
H -6.028 0.015 3.085 0.4730
H -4.471 -1.852 3.874 0.5473
H -2.477 -2.363 2.547 0.4727
H 0.532 -3.113 -0.693 0.5384
H -0.017 -5.295 -1.959 0.4184
H -2.384 -5.853 -2.517 0.4288
H -4.263 -4.418 -1.494 0.3988
H -3.661 -2.332 -0.354 0.3640
H -0.147 -4.096 1.390 0.6520
H 1.841 -4.753 2.636 0.5467
H 2.631 -3.433 4.561 0.4747
H 1.393 -1.237 5.011 0.4473
H -0.254 -0.365 3.439 0.5791
C 4.088 0.294 1.358 -0.9730
C 2.744 0.551 1.141 -0.3782
N 2.188 0.522 -0.055 0.3829
C 2.990 0.299 -1.183 0.4060
C 4.420 0.197 -1.004 0.7935
C 4.971 0.091 0.285 -0.5208
C 5.190 0.112 -2.220 -0.8727
C 4.655 0.049 -3.478 -0.9425
C 3.238 0.235 -3.660 0.2164
C 2.576 0.267 -4.917 -0.4015
C 1.142 0.211 -4.994 -1.0380
C 0.441 0.209 -3.805 -0.1499
N 1.022 0.330 -2.597 0.0094
C 2.415 0.284 -2.497 0.5773
H 4.360 0.201 2.411 0.4746
H 2.051 0.717 1.966 0.6780
H 6.022 -0.239 0.358 0.5052
H 6.292 -0.022 -2.117 0.3898
H 5.210 -0.093 -4.381 0.5182
H 3.154 0.319 -5.827 0.5152
H 0.653 0.049 -5.940 0.4777
H -0.645 0.196 -3.797 0.5422
```